(1)
C5H12O | ωB97M-V with the def2-TZVPD basis set

Summary:
DFT total energy = -272.93153 hartree
structure (SMILES) = CCOC(C)C
Kohn-Sham gap = 10.825 eV
highest occupied orbital energy = -0.355 hartree

Positions of all 18 atoms, in Å:
H (1.0853, 1.1136, 0.9733)
C (1.3722, 0.5902, 0.0481)
H (-1.2109, 0.9515, 1.7524)
O (0.3851, -0.3410, -0.3409)
H (3.4990, 0.5263, 0.4765)
C (2.6743, -0.1614, 0.2588)
H (-1.8705, -1.6707, -0.9470)
C (-1.7740, -0.6310, -1.2781)
C (-1.4902, 0.0905, 1.1350)
H (-2.5824, 0.0126, 1.1373)
C (-0.9366, 0.1725, -0.2942)
H (2.9237, -0.7381, -0.6363)
H (2.5761, -0.8616, 1.0937)
H (-1.3007, -0.6210, -2.2647)
H (-2.7785, -0.2000, -1.3626)
H (-0.9223, 1.2205, -0.6358)
H (1.4798, 1.3647, -0.7295)
H (-1.0877, -0.8111, 1.6035)

(2)
C5H12O | ωB97M-V with the def2-TZVPD basis set

Summary:
DFT total energy = -272.87126 hartree
structure (SMILES) = CC=C(C)C.O
Kohn-Sham gap = 9.758 eV
highest occupied orbital energy = -0.325 hartree

Positions of all 18 atoms, in Å:
H (0.3525, -0.0246, -1.0577)
H (2.3996, -0.0619, 1.4121)
H (-0.1702, -3.2713, -1.3729)
H (-0.1128, -2.0987, -2.6717)
H (0.7797, -0.0855, 2.1576)
C (0.8736, -1.3419, 0.3936)
H (0.9808, 0.6393, 0.5681)
C (1.3622, -0.1511, 1.2163)
H (1.9609, -2.9227, 1.6160)
H (-3.0571, 5.9241, 0.2831)
H (-2.8768, 6.1128, -1.0380)
H (-1.4273, -2.2959, -1.4523)
O (-2.3019, 6.2645, -0.2512)
H (0.1764, -3.0368, 1.6530)
C (-0.3285, -2.2132, -1.6003)
C (1.0038, -2.7852, 0.9812)
C (0.1113, -1.0862, -0.7078)
H (1.2746, -3.5282, 0.2134)

(3)
C5H12O | ωB97M-V with the def2-TZVPD basis set

Summary:
DFT total energy = -272.91236 hartree
structure (SMILES) = C=C(O)CC.C
Kohn-Sham gap = 9.689 eV
highest occupied orbital energy = -0.325 hartree

Positions of all 18 atoms, in Å:
C (0.0947, 0.7636, -0.2072)
H (2.9477, -1.1165, -0.5597)
H (1.2643, -0.3479, 1.1958)
C (-2.2887, -0.9085, 0.6951)
H (-1.6558, -1.5874, 0.1151)
H (0.5731, 1.9846, 1.4278)
H (-0.6990, -0.2721, -1.6116)
H (-0.6116, 2.7075, 0.1758)
C (1.0012, -0.3876, 0.1337)
H (2.7473, 0.6535, -0.5681)
H (1.9545, -0.3237, -1.8057)
H (-2.4598, -1.3501, 1.6775)
H (-1.7988, 0.0590, 0.8206)
O (-0.5796, 0.6617, -1.3946)
H (-3.2328, -0.7673, 0.1669)
C (0.0077, 1.8822, 0.5086)
C (2.2449, -0.3013, -0.7501)
H (0.4908, -1.3496, -0.0197)

(4)
C5H12O | ωB97M-V with the def2-TZVPD basis set

Summary:
DFT total energy = -272.89199 hartree
structure (SMILES) = CCOC(C)C
Kohn-Sham gap = 10.922 eV
highest occupied orbital energy = -0.358 hartree

Positions of all 18 atoms, in Å:
H (-0.8059, 2.4463, 0.6256)
C (-1.5569, -2.0263, 0.8836)
H (2.2432, 1.2366, -1.1294)
H (-0.3965, 0.4978, -1.3707)
H (-2.4408, -1.4113, 1.0746)
C (0.2590, 0.8197, -0.3605)
H (-1.1731, -2.3287, 1.8793)
H (2.2781, 0.0150, 0.1553)
H (-1.8637, -2.9425, 0.3794)
H (-0.8726, -0.8951, -1.1577)
C (-0.5736, -1.2503, -0.0123)
H (0.9028, 2.4429, 1.0588)
C (1.6974, 0.3899, -0.7027)
H (1.6593, -0.4033, -1.4525)
H (0.3784, -1.8016, -0.1237)
H (0.4220, 2.9757, -0.5511)
C (0.1943, 2.2469, 0.2276)
O (-0.3516, -0.0119, 0.5762)

(5)
C5H12O | ωB97M-V with the def2-TZVPD basis set

Summary:
DFT total energy = -272.82260 hartree
structure (SMILES) = CCC(C)(C)O
Kohn-Sham gap = 9.116 eV
highest occupied orbital energy = -0.301 hartree

Positions of all 18 atoms, in Å:
C (-1.6036, -0.6506, 0.8943)
H (-2.5585, -0.3899, 0.3945)
C (-0.4399, 0.0721, 0.1642)
H (-1.5927, 1.9245, -0.0388)
H (-1.2090, -0.7407, -1.4452)
H (2.3655, 0.2555, 0.5645)
H (-1.7510, -0.3989, 1.9569)
H (2.0479, 0.7826, -1.1064)
O (-0.6641, 0.0243, -1.2760)
H (3.0876, -0.6164, -0.8338)
H (0.9286, -1.7606, 0.2676)
C (-0.6455, 1.6133, 0.4603)
H (0.1408, 2.2223, 0.0134)
C (2.2026, -0.0897, -0.4539)
H (0.9502, -1.4709, -1.4683)
H (-1.4838, -1.7349, 0.8349)
H (-0.7525, 1.9147, 1.5142)
C (0.9774, -0.9568, -0.4424)

(6)
C5H12O | ωB97M-V with the def2-TZVPD basis set

Summary:
DFT total energy = -272.82233 hartree
Kohn-Sham gap (spin up / spin down) = 7.646 / 7.975 eV
highest occupied orbital energy (spin up / spin down) = -0.245 / -0.258 hartree

Positions of all 18 atoms, in Å:
H (0.6870, 0.7310, -1.5138)
H (-0.0697, 1.8378, -2.6872)
H (-0.3545, -1.4769, -0.9442)
C (-0.8811, 0.5889, 1.6916)
H (3.0459, -0.3226, 0.0568)
H (-0.2152, 1.3378, 2.1290)
C (-0.0954, -0.3579, 0.8494)
H (-1.6433, 1.1152, 1.0970)
H (-1.4059, 0.0733, 2.5066)
H (-1.7680, -1.4723, 0.1487)
C (-0.1649, 1.3980, -1.6921)
O (1.1589, -0.0973, 0.7119)
H (1.8204, -1.6800, -0.4673)
H (-1.1036, 0.8386, -1.6322)
H (-0.3385, -2.4708, 0.5127)
C (-0.6757, -1.5016, 0.1110)
C (2.0418, -0.6969, -0.0746)
H (-0.1684, 2.1923, -0.9400)

(7)
C5H12O | ωB97M-V with the def2-TZVPD basis set

Summary:
DFT total energy = -272.80759 hartree
Kohn-Sham gap = 9.449 eV
highest occupied orbital energy = -0.306 hartree

Positions of all 18 atoms, in Å:
H (-1.1694, -2.5011, -0.1655)
H (-0.1294, 1.1417, -0.5799)
H (0.1519, -3.0110, -1.2401)
O (-0.9233, -0.3989, -1.3624)
H (0.5182, -2.6091, 0.4434)
C (0.4289, 1.7247, 1.6454)
C (0.1371, -0.9012, -0.7021)
H (0.1229, 1.0145, -2.3546)
H (-1.6051, 1.4500, -2.0028)
H (1.1618, -0.6512, -1.0355)
H (1.0875, -0.2883, 1.3279)
H (-0.6763, -0.1454, 1.5205)
C (0.2147, 0.2883, 1.0594)
H (0.6073, 1.6708, 2.7397)
H (-0.4408, 2.3783, 1.5008)
C (-0.6804, 0.9509, -1.6132)
C (-0.1112, -2.3442, -0.4032)
H (1.3056, 2.2313, 1.2221)

(8)
C5H12O | ωB97M-V with the def2-TZVPD basis set

Summary:
DFT total energy = -272.62821 hartree
Kohn-Sham gap = 3.606 eV
highest occupied orbital energy = -0.223 hartree

Positions of all 18 atoms, in Å:
H (0.1943, -1.2281, -2.9323)
H (0.9806, 1.1460, 1.4582)
H (-2.0700, 2.9415, -0.0117)
C (0.0388, -0.5563, 0.6037)
H (0.3884, 2.7905, -0.1108)
O (0.4081, -0.3925, -2.3379)
H (-0.7211, 1.0925, 1.8518)
C (-1.1561, -1.2544, 1.0025)
H (0.8558, -0.7698, -1.5117)
C (-0.0155, 0.9660, 1.0286)
H (-1.9827, -0.6703, 1.4622)
H (2.2150, -0.7940, 0.5040)
H (-1.3598, 2.5480, -0.0105)
C (1.2416, -1.2593, 0.3110)
H (-0.3216, 1.4548, -0.9595)
H (-1.2001, -2.3510, 1.0954)
H (1.2077, -2.3665, 0.3579)
C (-0.3507, 1.9951, -0.0274)

(9)
C5H12O | ωB97M-V with the def2-TZVPD basis set

Summary:
DFT total energy = -272.93170 hartree
structure (SMILES) = COC(C)(C)C
Kohn-Sham gap = 10.621 eV
highest occupied orbital energy = -0.355 hartree

Positions of all 18 atoms, in Å:
O (-0.5171, -1.1575, 0.1894)
H (-1.6485, -1.2714, -1.5573)
H (0.9915, -0.3609, -1.8610)
C (0.3184, 0.0034, 0.1592)
H (1.2532, 1.3084, -1.3072)
H (-2.2074, -0.0551, -0.3757)
H (2.3396, 0.3820, 0.8400)
H (2.0776, -1.2530, 0.1864)
C (-1.7455, -1.0493, -0.4833)
H (-1.2329, 1.5006, 0.5655)
H (0.3803, 1.9557, 1.1226)
H (-0.5468, 0.7164, 2.0008)
H (1.4535, -0.8336, 1.7948)
C (1.6315, -0.4522, 0.7849)
C (-0.3096, 1.1134, 1.0088)
H (-2.4226, -1.7806, -0.0306)
C (0.5595, 0.4612, -1.2795)
H (-0.3746, 0.7726, -1.7577)

(10)
C5H12O | ωB97M-V with the def2-TZVPD basis set

Summary:
DFT total energy = -272.88532 hartree
structure (SMILES) = COCC(C)C
Kohn-Sham gap = 10.950 eV
highest occupied orbital energy = -0.362 hartree

Positions of all 18 atoms, in Å:
O (1.4524, 0.7428, 0.0551)
H (-2.4961, 1.4008, 0.4555)
H (-1.8246, -1.6407, 0.1890)
H (0.6187, -0.9622, 0.8616)
H (-2.7233, -0.6602, -0.9816)
H (2.7080, -0.6369, -0.7136)
C (0.5982, -0.3390, -0.0548)
H (-0.7498, 0.8807, -1.1946)
H (1.2523, -1.0737, -0.8515)
C (-1.7209, -0.9766, -0.6790)
H (-1.6675, 0.4812, 1.7098)
H (-0.9302, 1.9523, 1.0515)
H (3.4011, 1.1309, 0.0254)
C (-1.5009, 1.0553, 0.7894)
C (-0.8327, 0.2073, -0.3308)
H (2.9388, -0.2613, 1.0626)
C (2.7444, 0.2439, 0.1014)
H (-1.2681, -1.5445, -1.4956)

(11)
C5H12O | ωB97M-V with the def2-TZVPD basis set

Summary:
DFT total energy = -272.92667 hartree
structure (SMILES) = CCCOCC
Kohn-Sham gap = 10.829 eV
highest occupied orbital energy = -0.354 hartree

Positions of all 18 atoms, in Å:
C (-1.3852, -0.9162, -0.6270)
H (0.9348, 3.2605, 0.0747)
H (-0.5984, -2.7521, -1.4873)
H (-1.4791, -2.9913, 0.0291)
H (2.4827, 2.9171, 0.8794)
H (0.6541, 1.6624, 2.0146)
H (-1.3671, -0.3544, -1.5677)
C (1.6714, 2.4810, 0.2875)
H (2.0801, 2.1312, -0.6653)
H (-2.2706, -0.5804, -0.0750)
O (-0.0754, 0.8559, 0.2652)
C (1.0144, 1.3328, 1.0291)
H (-0.1884, -1.0085, 1.1714)
H (1.7436, 0.5280, 1.2022)
C (-1.4620, -2.4146, -0.9029)
C (-0.1468, -0.5461, 0.1700)
H (-2.3646, -2.6667, -1.4678)
H (0.7566, -0.9386, -0.3302)

(12)
C5H12O | ωB97M-V with the def2-TZVPD basis set

Summary:
DFT total energy = -272.79598 hartree
Kohn-Sham gap = 10.132 eV
highest occupied orbital energy = -0.346 hartree

Positions of all 18 atoms, in Å:
H (-2.0526, -0.1461, 1.3862)
H (-2.6580, -1.1128, 0.0308)
C (1.9439, 0.0244, -0.0290)
H (0.4732, 0.5412, 1.4327)
H (0.8573, -1.1601, 1.2441)
H (2.0074, -0.4569, -1.0264)
O (3.0457, 0.1494, 0.6877)
H (2.5062, 1.1997, -0.0376)
H (-0.1869, 1.1218, -1.6839)
C (0.6355, -0.2409, 0.6813)
C (-1.7776, -0.9137, 0.6519)
C (-0.5985, -0.4437, -0.2015)
H (-1.5353, -1.8306, 1.2013)
H (-0.3656, -1.2380, -0.9270)
H (-1.8912, 0.6649, -1.5553)
H (1.7129, 1.3605, -0.5804)
H (-1.1451, 1.6602, -0.2944)
C (-0.9713, 0.8209, -0.9803)

(13)
C5H12O | ωB97M-V with the def2-TZVPD basis set

Summary:
DFT total energy = -272.91883 hartree
structure (SMILES) = CCCCOC
Kohn-Sham gap = 10.766 eV
highest occupied orbital energy = -0.353 hartree

Positions of all 18 atoms, in Å:
O (1.8568, 0.4983, 0.7609)
H (3.0242, -1.1101, 1.0744)
C (-0.4489, 1.0004, 0.0988)
H (-2.8438, -1.5091, -0.3105)
H (-2.3425, -0.7583, 1.2136)
H (1.2890, 2.2652, -0.0144)
C (2.3334, -0.7429, 0.3121)
C (-1.0513, -0.2887, -0.4671)
C (-2.4197, -0.6017, 0.1311)
H (-0.3859, -1.1395, -0.2782)
H (1.5342, -1.4838, 0.1741)
H (-3.1294, 0.2169, -0.0350)
H (1.3131, 0.9436, -1.1919)
H (-0.9943, 1.8642, -0.3098)
C (1.0441, 1.2062, -0.1552)
H (2.8813, -0.6517, -0.6383)
H (-0.5905, 1.0264, 1.1869)
H (-1.1340, -0.2002, -1.5586)

Max |F| (eV/A)
0.3; 3.9; 0.4; 3.2; 3.8; 0.5; 2.6; 6.0; 0.4; 3.4; 0.3; 0.4; 0.3
Relative energy (zero: lowest compared OMol25 entry of this formula, charge and spin) (kJ/mol)
44.97; 203.22; 95.29; 148.79; 330.97; 331.68; 370.39; 841.33; 44.53; 166.29; 57.74; 400.87; 78.32